Run a
This record from the OMol25 dataset describes an isolated molecule of C20H30N4O4. The level of theory is ωB97M-V with the def2-TZVPD basis set.

Structure (ORCA input):
```
! RIJCOSX wB97M-V def2-TZVPD def2/J DEFGRID3
* xyz 0 1
C 0.081 7.256 -1.839
O 0.348 5.888 -1.627
C 0.504 5.107 -2.742
C 0.411 5.563 -4.051
C 0.607 4.684 -5.101
C 0.901 3.334 -4.897
N 1.077 2.489 -5.974
C 0.965 2.874 -3.568
C 1.249 1.433 -3.294
O 1.897 0.732 -4.062
N 0.722 0.932 -2.146
C 0.910 -0.438 -1.723
C -0.416 -1.087 -1.355
C -0.253 -2.485 -0.804
O 0.407 -3.249 -1.784
C 0.330 -2.524 0.640
N -1.016 -2.850 1.104
C -1.568 -3.080 2.318
O -2.589 -3.732 2.446
C -0.798 -2.479 3.505
N 0.426 -3.253 3.663
C 0.144 -4.645 3.984
C 1.396 -2.698 4.587
C -0.708 -0.937 3.344
C -2.024 -0.829 4.148
C -1.764 -2.246 4.696
C -1.570 -3.070 -0.223
C 0.778 3.770 -2.521
H -0.008 7.706 -0.854
H 0.895 7.745 -2.383
H -0.856 7.404 -2.384
H 0.195 6.599 -4.268
H 0.532 5.053 -6.117
H 1.539 1.618 -5.761
H 1.318 2.925 -6.846
H 0.158 1.536 -1.575
H 1.393 -0.980 -2.531
H 1.597 -0.479 -0.868
H -0.945 -0.485 -0.608
H -1.056 -1.127 -2.241
H 0.486 -4.158 -1.475
H 1.044 -3.329 0.822
H 0.735 -1.585 1.020
H 1.084 -5.193 4.050
H -0.390 -4.761 4.939
H -0.464 -5.106 3.207
H 2.263 -3.358 4.616
H 1.744 -1.723 4.251
H 1.018 -2.597 5.616
H 0.122 -0.502 3.896
H -0.698 -0.539 2.330
H -2.080 -0.023 4.876
H -2.902 -0.794 3.505
H -2.605 -2.928 4.784
H -1.227 -2.210 5.646
H -2.477 -2.496 -0.422
H -1.737 -4.124 -0.460
H 0.874 3.452 -1.490
*
```

The lowest unoccupied orbital energy is 0.5 eV. Its HOMO-LUMO gap is 0.294 hartree. The HOMO energy comes out at -0.2772 Eh. The SMILES is COc1ccc(N)c(C(=O)NCCC2(O)CN(C(=O)C3(N(C)C)CCC3)C2)c1.


Run b
This record from the OMol25 dataset describes an isolated molecule of C20H30N4O4. The level of theory is ωB97M-V with the def2-TZVPD basis set.

Structure (ORCA input):
```
! RIJCOSX wB97M-V def2-TZVPD def2/J DEFGRID3
* xyz 0 1
C 5.419 -4.466 -4.001
O 4.132 -4.025 -3.623
C 3.813 -2.725 -3.909
C 4.665 -1.814 -4.519
C 4.227 -0.525 -4.776
C 2.943 -0.098 -4.443
N 2.555 1.214 -4.673
C 2.095 -1.021 -3.804
C 0.710 -0.613 -3.411
O 0.058 0.209 -4.044
N 0.204 -1.225 -2.311
C -1.079 -0.841 -1.741
C -1.137 0.616 -1.290
C -2.365 0.904 -0.452
O -3.496 0.559 -1.217
C -2.301 0.325 0.991
N -2.061 1.687 1.460
C -1.818 2.287 2.643
O -1.777 3.504 2.734
C -1.548 1.342 3.822
N -2.654 0.403 3.926
C -3.886 1.100 4.263
C -2.441 -0.714 4.828
C -0.097 0.805 3.670
C 0.376 1.993 4.538
C -1.069 2.155 5.052
C -2.351 2.320 0.182
C 2.538 -2.315 -3.557
H 5.481 -5.510 -3.707
H 5.567 -4.388 -5.082
H 6.203 -3.902 -3.488
H 5.669 -2.093 -4.808
H 4.903 0.175 -5.254
H 1.556 1.333 -4.772
H 3.100 1.698 -5.366
H 0.844 -1.742 -1.735
H -1.862 -1.020 -2.476
H -1.268 -1.511 -0.899
H -0.252 0.856 -0.694
H -1.134 1.268 -2.163
H -4.291 0.763 -0.713
H -3.246 -0.095 1.341
H -1.498 -0.383 1.205
H -4.726 0.407 4.207
H -3.866 1.532 5.275
H -4.068 1.913 3.558
H -3.334 -1.340 4.818
H -1.607 -1.330 4.498
H -2.262 -0.409 5.870
H 0.041 -0.139 4.194
H 0.293 0.710 2.656
H 1.152 1.784 5.271
H 0.672 2.846 3.931
H -1.459 3.164 5.151
H -1.232 1.593 5.973
H -1.584 3.009 -0.173
H -3.323 2.821 0.163
H 1.876 -3.050 -3.115
*
```

The lowest unoccupied orbital energy is 0.5 eV. Its HOMO-LUMO gap is 0.299 hartree. The HOMO energy comes out at -0.2802 Eh. The SMILES is COc1ccc(N)c(C(=O)NCCC2(O)CN(C(=O)C3(N(C)C)CCC3)C2)c1.


Of them, run b has the highest stability.


Run a
This record from the OMol25 dataset describes a cluster of 4 separate species, C3H13O3S in total. The level of theory is ωB97M-V with the def2-TZVPD basis set.

Structure (ORCA input):
```
! RIJCOSX wB97M-V def2-TZVPD def2/J DEFGRID3
* xyz -1 1
C -1.777 -0.245 1.197
C -2.407 0.760 0.182
C -1.326 1.420 -0.662
S -0.317 0.297 -1.736
H -1.058 -0.796 0.605
H -1.180 0.371 1.874
H -2.465 -0.903 1.723
H -3.137 1.480 0.542
H -2.877 0.072 -0.546
H -1.858 2.055 -1.372
H -0.574 1.855 0.008
H 5.065 1.505 0.532
H 3.972 0.475 0.498
O 4.767 0.712 0.983
H -0.276 -1.870 -1.410
H -0.822 -2.764 -0.339
O -0.105 -2.756 -0.991
H 1.996 -1.247 -0.067
H 1.848 0.054 -0.735
O 2.531 -0.475 -0.289
*
```

The lowest unoccupied orbital energy is 3.8 eV. Its HOMO-LUMO gap is 0.266 hartree. The HOMO energy comes out at -0.1269 Eh.


Run b
This record from the OMol25 dataset describes a cluster of 4 separate species, C3H13O3S in total. The level of theory is ωB97M-V with the def2-TZVPD basis set.

Structure (ORCA input):
```
! RIJCOSX wB97M-V def2-TZVPD def2/J DEFGRID3
* xyz -1 1
C -0.967 0.981 1.345
C 0.475 1.433 1.434
C 1.608 0.589 0.824
S 1.674 0.387 -0.997
H -1.284 0.153 1.981
H -1.642 1.812 1.585
H -1.254 0.689 0.334
H 0.779 1.529 2.485
H 0.561 2.417 0.959
H 2.509 1.091 1.174
H 1.675 -0.408 1.279
H -1.295 -2.548 0.561
H -0.564 -2.750 1.883
O -1.328 -3.075 1.393
H -1.488 2.272 -1.746
H -0.627 1.054 -1.966
O -1.508 1.412 -2.151
H -1.778 -1.196 -0.899
H -0.239 -1.026 -1.008
O -0.958 -1.684 -0.880
*
```

The lowest unoccupied orbital energy is 3.8 eV. Its HOMO-LUMO gap is 0.261 hartree. The HOMO energy comes out at -0.1229 Eh.


Of them, run b has the highest stability.


Run a
This record from the OMol25 dataset describes an isolated molecule of C22H29N5O2. The level of theory is ωB97M-V with the def2-TZVPD basis set.

Structure (ORCA input):
```
! RIJCOSX wB97M-V def2-TZVPD def2/J DEFGRID3
* xyz 0 1
C 1.023 3.379 -1.270
C -0.189 2.497 -1.542
C 0.116 1.217 -2.341
C 0.521 1.512 -3.790
C 1.015 0.230 -4.455
C 2.275 -0.290 -3.746
C 2.380 0.309 -2.334
N 1.114 0.402 -1.635
C 0.597 -0.892 -1.220
C -0.490 -0.715 -0.221
N -1.742 -1.103 -0.407
C -2.392 -0.742 0.719
C -1.525 -0.119 1.605
C -1.949 0.381 2.874
O -1.263 0.951 3.705
N -3.310 0.137 3.080
C -3.888 0.585 4.336
C -4.203 -0.486 2.218
O -5.368 -0.631 2.523
N -3.707 -0.927 1.010
C -4.578 -1.580 0.058
N -0.304 -0.111 0.972
C 0.931 0.407 1.507
C 1.910 -0.700 1.806
C 1.501 -1.823 2.515
C 2.395 -2.844 2.784
C 3.707 -2.751 2.351
C 4.122 -1.632 1.650
C 3.227 -0.612 1.377
H 0.741 4.209 -0.627
H 1.427 3.792 -2.191
H 1.804 2.810 -0.773
H -0.632 2.205 -0.588
H -0.940 3.070 -2.090
H -0.818 0.640 -2.379
H 1.302 2.271 -3.833
H -0.348 1.900 -4.324
H 1.221 0.411 -5.511
H 0.219 -0.516 -4.400
H 3.170 -0.015 -4.306
H 2.247 -1.379 -3.688
H 3.063 -0.289 -1.725
H 2.792 1.318 -2.398
H 0.187 -1.489 -2.049
H 1.417 -1.452 -0.758
H -3.094 1.050 4.915
H -4.686 1.301 4.141
H -4.307 -0.264 4.874
H -5.576 -1.614 0.490
H -4.216 -2.588 -0.141
H -4.587 -1.018 -0.876
H 0.679 0.944 2.427
H 1.361 1.099 0.779
H 0.480 -1.893 2.861
H 2.067 -3.712 3.336
H 4.404 -3.548 2.562
H 5.145 -1.554 1.313
H 3.552 0.260 0.828
*
```

The lowest unoccupied orbital energy is 0.7 eV. Its HOMO-LUMO gap is 0.329 hartree. The HOMO energy comes out at -0.3027 Eh. The SMILES is CC[C@H]1CCCCN1Cc1nc2c(c(=O)n(C)c(=O)n2C)n1Cc1ccccc1.


Run b
This record from the OMol25 dataset describes a structure of composition C22H29N5O2. The level of theory is ωB97M-V with the def2-TZVPD basis set.

Structure (ORCA input):
```
! RIJCOSX wB97M-V def2-TZVPD def2/J DEFGRID3
* xyz 0 1
C -1.217 -0.777 1.943
C -0.408 -2.004 1.555
C 0.301 -2.646 2.781
C 1.421 -1.668 3.493
C 2.741 -1.398 2.627
N 2.617 -0.523 1.780
C 2.609 -0.765 0.565
O 2.952 -1.857 -0.204
C 2.744 0.518 -0.465
C 3.666 1.419 -0.069
N 4.643 1.884 0.316
C 1.473 1.117 -0.167
N 1.205 1.952 0.936
C 0.111 2.389 1.242
C 0.067 3.178 2.454
C -1.167 3.902 2.865
C -2.178 4.269 1.760
C -2.004 3.565 0.588
C -0.829 2.614 0.107
N -0.834 1.934 -0.845
C 0.321 1.257 -1.146
N 0.257 0.398 -2.175
C -0.728 0.783 -3.310
H -1.030 1.853 -3.085
C -1.770 0.037 -3.303
C -3.064 0.366 -4.315
H -3.401 1.598 -4.168
H -2.540 0.034 -5.290
H -3.968 -0.247 -3.966
O -1.796 -1.298 -3.196
C -0.687 -1.756 -2.293
C -0.409 -3.092 -2.401
H -1.453 -3.764 -2.240
H 0.200 -3.366 -1.599
H -0.148 -3.334 -3.321
C 0.575 -1.081 -2.463
H 1.359 -1.140 -1.757
H 0.778 -1.228 -3.261
H -1.155 -1.497 -1.218
H -2.397 0.164 -2.035
H -0.503 0.703 -4.279
H -2.745 3.541 -0.049
H -2.875 4.834 2.042
H -1.268 4.527 3.776
H 0.861 2.916 3.301
H 2.663 0.316 -1.639
H 2.345 0.441 1.968
H 3.415 -1.315 3.278
H 2.985 -2.602 2.071
H 1.782 -2.215 4.630
H 1.119 -0.720 3.685
H -0.401 -2.722 3.649
H 0.740 -3.574 2.494
H 0.296 -1.791 0.937
H -1.171 -2.766 1.257
H -1.738 -0.568 1.079
H -0.458 0.152 2.314
H -1.903 -0.950 2.768
*
```

The lowest unoccupied orbital energy is -0.5 eV. Its HOMO-LUMO gap is 0.270 hartree. The HOMO energy comes out at -0.2888 Eh.


Of them, run a has the highest stability.


Run a
This record from the OMol25 dataset describes a cluster of 2 separate species, C10H13O2 in total. The level of theory is ωB97M-V with the def2-TZVPD basis set.

Structure (ORCA input):
```
! RIJCOSX wB97M-V def2-TZVPD def2/J DEFGRID3
* xyz -1 1
C 0.648 -0.604 -2.244
C 0.242 -1.452 -3.451
C 1.058 0.833 -2.553
O 1.558 1.468 -1.583
O 0.791 1.315 -3.680
H -0.107 -0.625 -1.448
H 1.415 -1.133 -1.677
H 1.091 -2.107 -3.692
H 0.013 -0.895 -4.355
H -0.505 -2.222 -3.225
C -1.218 -2.482 1.906
C -1.216 -0.151 1.097
C -0.792 -1.047 2.085
C -0.976 1.208 1.204
C -0.132 1.631 2.238
C -0.236 -0.557 3.254
C 0.309 0.740 3.187
H -1.631 -0.542 0.180
H -1.493 1.931 0.589
H -0.589 -2.917 1.126
H -2.273 -2.619 1.673
H 0.306 2.616 2.156
H -0.041 -1.137 4.145
H 1.023 1.034 3.943
H -0.999 -3.142 2.749
*
```

The lowest unoccupied orbital energy is 3.2 eV. Its HOMO-LUMO gap is 0.254 hartree. The HOMO energy comes out at -0.1372 Eh.


Run b
This record from the OMol25 dataset describes a cluster of 2 separate species, C10H13O2 in total. The level of theory is ωB97M-V with the def2-TZVPD basis set.

Structure (ORCA input):
```
! RIJCOSX wB97M-V def2-TZVPD def2/J DEFGRID3
* xyz -1 1
C 1.176 2.070 1.118
C 1.937 2.250 2.459
C -0.175 2.947 1.080
O -0.899 2.806 2.079
O -0.369 3.609 0.050
H 1.842 2.418 0.375
H 0.993 1.017 0.842
H 1.419 2.022 3.385
H 2.144 3.333 2.477
H 2.839 1.716 2.386
C 0.126 -4.455 -1.214
C -0.740 -0.231 -0.939
C -1.520 -1.171 -0.173
C 0.311 -0.759 -1.713
C -1.206 -2.522 -0.361
C 0.746 -2.111 -1.984
C -0.066 -2.930 -1.241
H -0.831 0.809 -0.850
H -2.370 -0.758 0.407
H 0.897 -0.026 -2.037
H -1.912 -3.319 -0.115
H 1.283 -2.429 -2.819
H 0.628 -4.995 -1.927
H -0.801 -5.013 -1.151
H 0.483 -4.619 -0.202
*
```

The lowest unoccupied orbital energy is 2.9 eV. Its HOMO-LUMO gap is 0.251 hartree. The HOMO energy comes out at -0.1435 Eh.


Of them, run a has the highest stability.


Run a
This record from the OMol25 dataset describes a cluster of 2 separate species, C6H14N5 in total. The level of theory is ωB97M-V with the def2-TZVPD basis set.

Structure (ORCA input):
```
! RIJCOSX wB97M-V def2-TZVPD def2/J DEFGRID3
* xyz 1 1
C 2.007 0.692 0.014
C -1.147 0.775 -1.203
C -1.856 0.238 1.091
C -1.821 -1.736 -0.510
C 3.582 -0.965 -0.823
C -1.108 -0.334 -0.098
N 1.237 -2.363 1.541
N 0.750 -1.602 0.854
N 3.017 0.185 -0.339
N 0.316 -0.694 0.196
N 1.407 1.821 0.370
H -0.555 0.378 -1.974
H -2.126 0.756 -1.583
H -0.914 1.805 -0.949
H -2.768 0.746 0.782
H -2.370 -0.525 1.633
H -1.250 0.829 1.680
H -1.813 -2.236 0.426
H -2.790 -1.331 -0.839
H -1.220 -2.351 -1.224
H 4.702 -0.999 -0.609
H 3.108 -1.807 -0.301
H 3.261 -0.877 -1.803
H 0.422 1.847 0.126
H 1.623 2.125 1.304
*
```

The lowest unoccupied orbital energy is -4.1 eV. Its HOMO-LUMO gap is 0.354 hartree. The HOMO energy comes out at -0.5053 Eh.


Run b
This record from the OMol25 dataset describes the ion C6H14N5 with charge +1. The level of theory is ωB97M-V with the def2-TZVPD basis set.

Structure (ORCA input):
```
! RIJCOSX wB97M-V def2-TZVPD def2/J DEFGRID3
* xyz 1 1
C 2.018 -0.498 -0.361
C -0.572 -0.501 -0.173
C 0.733 -2.249 0.516
C -2.965 -0.098 -0.369
C 2.440 0.684 -0.036
C 1.829 2.028 -0.306
N 1.718 -1.715 -0.424
N -0.603 -1.785 0.126
N -1.571 0.228 -0.639
N 3.669 0.767 0.644
N -3.339 0.825 0.663
H 0.805 -3.315 0.357
H 1.053 -1.875 1.526
H -3.445 0.255 -1.256
H -3.015 -1.183 -0.224
H 0.751 1.951 -0.399
H 2.065 2.418 -1.405
H 2.229 2.746 0.397
H 2.057 -2.249 -1.282
H -1.394 -2.410 0.022
H -1.374 1.267 -0.734
H 4.000 -0.060 1.140
H 3.766 1.602 1.177
H -4.316 0.687 0.742
H -2.988 1.734 0.373
*
```

The lowest unoccupied orbital energy is -3.2 eV. Its HOMO-LUMO gap is 0.307 hartree. The HOMO energy comes out at -0.4263 Eh.


Of them, run b has the highest stability.


Run a
This record from the OMol25 dataset describes the ion C5H14NO with charge +1. The level of theory is ωB97M-V with the def2-TZVPD basis set.

Structure (ORCA input):
```
! RIJCOSX wB97M-V def2-TZVPD def2/J DEFGRID3
* xyz 1 1
C -1.592 -0.358 0.949
C -0.601 0.651 0.394
C -1.353 1.689 -0.508
C 0.585 0.027 -0.339
N 0.237 -1.305 -0.965
C 1.795 -0.217 0.561
O 2.677 -1.041 -0.217
H -1.228 -1.161 1.602
H -2.292 -0.725 0.193
H -2.241 0.113 1.696
H -0.230 1.243 1.222
H -1.045 1.615 -1.547
H -2.422 1.634 -0.394
H -1.013 2.678 -0.202
H 0.914 0.659 -1.144
H -0.667 -1.609 -0.602
H 0.233 -1.182 -1.978
H 0.991 -1.975 -0.802
H 1.466 -0.783 1.441
H 2.283 0.670 0.942
H 3.505 -0.623 -0.302
*
```

The lowest unoccupied orbital energy is -3.2 eV. Its HOMO-LUMO gap is 0.434 hartree. The HOMO energy comes out at -0.5526 Eh. The SMILES is CC(C)[C@H]([NH3+])CO.


Run b
This record from the OMol25 dataset describes a cluster of 2 separate species, C5H14NO in total. The level of theory is ωB97M-V with the def2-TZVPD basis set.

Structure (ORCA input):
```
! RIJCOSX wB97M-V def2-TZVPD def2/J DEFGRID3
* xyz 1 1
C -2.183 1.441 0.484
C -2.236 0.280 -0.605
C -1.783 -1.163 -0.005
C -0.330 -0.947 0.491
C 0.768 -1.244 -0.141
N 2.131 -0.877 0.248
H -1.146 1.584 0.807
H -2.695 2.339 0.044
H -2.926 1.034 1.227
H -3.278 0.179 -1.039
H -1.666 0.524 -1.540
H -2.240 -1.716 0.869
H -1.593 -1.945 -0.762
H -0.107 -0.591 1.528
H 0.668 -1.753 -1.115
H 2.809 -1.463 -0.275
H 2.182 0.186 0.145
H 2.310 -1.082 1.253
H 2.154 2.284 -0.964
H 3.580 2.256 -0.392
O 2.701 1.763 -0.358
*
```

The lowest unoccupied orbital energy is -3.3 eV. Its HOMO-LUMO gap is 0.403 hartree. The HOMO energy comes out at -0.5235 Eh.


Of them, run a has the highest stability.